DFT (wB97M-V/def2-TZVPD) results for a molecular structure, C6H8CuNaO6 in a non-equilibrium geometry.

Results
* lowest unoccupied orbital energy: -0.0166 Ha
* ΔE to the lowest compared entry with this formula, charge and spin: 0.0 kJ/mol
* Kohn-Sham gap: 6.129 eV

Positions of all 22 atoms, in Å:
O (-1.781, 0.548, 0.604)
C (-1.898, -0.425, -0.315)
C (-2.988, 1.339, 0.640)
O (-1.126, -1.360, -0.384)
O (-3.134, -0.482, -0.788)
C (-3.987, 0.430, -0.070)
H (-2.836, 2.282, 0.102)
H (-3.220, 1.540, 1.688)
H (-4.607, 0.960, -0.799)
H (-4.603, -0.154, 0.623)
Na (0.499, 0.908, 1.590)
O (1.025, 1.910, -0.438)
O (2.125, 0.095, -1.169)
C (3.149, 0.271, -0.173)
C (2.991, -0.810, 0.903)
O (1.674, -0.931, 1.311)
C (1.026, 1.004, -1.273)
H (4.124, 0.199, -0.680)
H (3.055, 1.271, 0.273)
H (3.687, -0.548, 1.729)
H (3.386, -1.764, 0.481)
Cu (0.942, -1.579, -0.355)


DFT (wB97M-V/def2-TZVPD) results for a molecular structure, C33H24Br2N3O2PSe2Tc in a non-equilibrium geometry.

Results
* lowest unoccupied orbital energy (alpha / beta): -0.2442 / -0.2732 Ha
* ΔE to the lowest compared entry with this formula, charge and spin: 94.7 kJ/mol
* Kohn-Sham gap (alpha / beta): 6.254 / 5.490 eV
* spin multiplicity: 4
* expectation value of S²: 3.80
* total charge: +2

Positions of all 68 atoms, in Å:
Tc (-0.233, 0.764, 0.490)
Br (6.191, -0.552, 3.959)
C (4.792, 0.056, 2.910)
C (5.055, 0.649, 1.665)
C (4.047, 0.858, 0.753)
C (2.723, 0.742, 1.185)
O (1.818, 1.321, 0.438)
C (2.356, 0.181, 2.473)
C (1.113, 0.274, 3.089)
N (-0.024, 0.638, 2.545)
C (-1.154, 0.851, 3.315)
C (-1.237, 0.932, 4.727)
C (-2.525, 1.006, 5.295)
C (-3.689, 0.987, 4.486)
C (-3.608, 0.872, 3.067)
C (-4.722, 0.891, 2.194)
C (-4.497, 0.903, 0.786)
C (-3.204, 0.613, 0.294)
N (-2.107, 0.741, 1.142)
C (-2.293, 0.872, 2.513)
C (3.480, -0.225, 3.275)
H (6.054, 1.052, 1.545)
H (4.295, 1.272, -0.212)
H (0.980, -0.065, 4.112)
H (-0.350, 1.077, 5.332)
H (-2.692, 1.128, 6.313)
H (-4.677, 0.966, 4.907)
H (-5.707, 1.087, 2.638)
H (-5.336, 0.918, 0.087)
H (-3.005, 0.348, -0.783)
H (3.248, -0.799, 4.179)
O (0.807, 6.222, -2.273)
C (0.378, 5.072, -1.660)
C (-0.616, 4.235, -2.196)
C (-0.875, 3.061, -1.498)
N (-0.216, 2.734, -0.299)
C (0.400, 3.781, 0.315)
Br (0.520, 3.813, 2.170)
C (0.817, 4.893, -0.366)
H (0.632, 6.295, -3.244)
H (-1.032, 4.517, -3.206)
H (-1.454, 2.263, -1.981)
H (1.235, 5.768, 0.124)
Se (-0.392, -1.784, 0.921)
P (0.055, -2.025, -1.215)
Se (0.287, 0.092, -1.822)
C (-1.224, -2.611, -2.295)
C (-2.549, -2.632, -1.768)
C (-3.612, -2.934, -2.629)
C (-3.429, -3.103, -4.003)
C (-2.168, -3.119, -4.534)
C (-1.049, -2.755, -3.721)
C (1.581, -2.731, -1.829)
C (2.802, -2.095, -1.646)
C (3.985, -2.664, -2.231)
C (3.934, -3.906, -2.821)
C (2.736, -4.620, -2.777)
C (1.516, -3.967, -2.468)
H (-2.780, -2.331, -0.759)
H (-4.608, -2.974, -2.151)
H (-4.300, -3.205, -4.646)
H (-2.177, -3.324, -5.603)
H (-0.040, -2.691, -4.170)
H (2.815, -1.053, -1.235)
H (4.913, -2.067, -2.254)
H (4.787, -4.294, -3.350)
H (2.694, -5.657, -3.080)
H (0.534, -4.564, -2.517)


DFT (wB97M-V/def2-TZVPD) results for C5H12N2O in the gas phase in a non-equilibrium geometry.

Results
* lowest unoccupied orbital energy: 0.0331 Ha
* ΔE to the lowest compared entry with this formula, charge and spin: 24.0 kJ/mol
* Kohn-Sham gap: 10.364 eV
* SMILES string: CCCCNC(N)=O

Positions of all 20 atoms, in Å:
C (0.647, -1.006, -3.346)
C (0.976, -1.152, -1.855)
C (0.876, 0.208, -1.145)
C (-0.534, 0.444, -0.583)
N (-0.756, -0.211, 0.679)
C (-0.507, 0.313, 1.913)
N (-0.446, 1.688, 1.977)
O (-0.348, -0.389, 2.894)
H (0.388, -1.966, -3.796)
H (-0.173, -0.313, -3.514)
H (1.494, -0.631, -3.924)
H (1.953, -1.622, -1.762)
H (0.243, -1.837, -1.421)
H (1.132, 0.976, -1.878)
H (1.572, 0.332, -0.321)
H (-1.269, 0.072, -1.303)
H (-0.703, 1.505, -0.495)
H (-0.762, -1.220, 0.692)
H (-1.001, 2.334, 1.445)
H (-0.253, 2.007, 2.913)


DFT (wB97M-V/def2-TZVPD) results for C2H7NOSi in the gas phase in a non-equilibrium geometry.

Results
* lowest unoccupied orbital energy: 0.0363 Ha
* ΔE to the lowest compared entry with this formula, charge and spin: 407.7 kJ/mol
* Kohn-Sham gap: 10.550 eV
* SMILES string: C/C=N/O[SiH3]

Positions of all 12 atoms, in Å:
C (2.518, -0.235, 0.180)
C (0.940, 0.440, -0.466)
N (-0.073, -0.164, -0.180)
O (-1.304, 0.222, -0.707)
Si (-2.596, -0.141, 0.207)
H (2.945, -0.767, -0.582)
H (3.080, 0.578, 0.592)
H (2.118, -1.002, 0.928)
H (0.896, 1.422, -0.914)
H (-3.449, 0.186, -0.897)
H (-1.988, -1.396, 0.652)
H (-3.088, 0.858, 1.187)


DFT (wB97M-V/def2-TZVPD) results for 2 unconnected molecules or ions with the total composition CH3IO3 in a non-equilibrium geometry.

Results
* lowest unoccupied orbital energy (alpha / beta): 0.0115 / -0.1435 Ha
* ΔE to the lowest compared entry with this formula, charge and spin: 98.6 kJ/mol
* Kohn-Sham gap (alpha / beta): 5.162 / 6.782 eV
* spin multiplicity: 3
* expectation value of S²: 2.00

Positions of all 8 atoms, in Å:
C (-1.062, -0.706, -0.273)
O (-0.243, -1.652, 0.279)
O (-0.682, 0.382, -0.602)
O (-2.274, -1.175, -0.463)
I (2.592, 2.727, 0.087)
H (0.672, -1.244, 0.312)
H (3.351, 3.853, 0.953)
H (-2.354, -2.184, -0.294)


DFT (wB97M-V/def2-TZVPD) results for 3 unconnected molecules or ions with the total composition C16H21F2N6O6S in a non-equilibrium geometry.

Results
* lowest unoccupied orbital energy: -0.1471 Ha
* Kohn-Sham gap: 7.715 eV
* total charge: +1

Positions of all 52 atoms, in Å:
N (-0.273, -2.459, -0.419)
C (0.350, -2.176, -1.715)
C (-0.376, -1.077, -2.493)
C (-1.876, -1.281, -2.630)
N (-2.557, -0.930, -1.334)
C (-3.853, -1.197, -1.207)
N (-4.825, -0.219, -1.051)
N (-4.271, -2.462, -1.194)
F (-3.329, -3.421, -1.264)
S (-5.891, -3.041, -1.050)
O (-6.084, -3.363, 0.302)
O (-6.750, -2.191, -1.757)
F (-5.671, -4.317, -1.846)
H (0.078, -1.815, 0.294)
H (-0.036, -3.393, -0.118)
H (0.369, -3.083, -2.313)
H (1.364, -1.805, -1.542)
H (-0.202, -0.117, -1.999)
H (0.078, -1.009, -3.480)
H (-2.240, -0.570, -3.371)
H (-2.114, -2.291, -2.945)
H (-2.379, 0.034, -1.078)
H (-4.954, -0.010, -0.059)
H (-4.465, 0.639, -1.460)
C (-1.878, 2.645, 4.381)
C (-1.484, 3.210, 3.174)
C (-0.809, 2.446, 2.238)
C (-0.543, 1.118, 2.528)
C (-0.922, 0.539, 3.728)
C (-1.595, 1.314, 4.658)
N (0.152, 0.300, 1.534)
O (0.491, 0.824, 0.489)
O (0.351, -0.874, 1.793)
H (-2.408, 3.245, 5.108)
H (-1.703, 4.248, 2.963)
H (-0.498, 2.883, 1.300)
H (-0.701, -0.496, 3.940)
H (-1.899, 0.879, 5.599)
C (4.382, 1.050, 1.109)
C (3.666, 0.935, -0.076)
C (4.290, 1.177, -1.289)
C (5.626, 1.529, -1.296)
C (6.352, 1.655, -0.128)
C (5.722, 1.414, 1.083)
N (6.293, 1.766, -2.587)
O (5.620, 1.665, -3.592)
O (7.472, 2.043, -2.567)
H (3.895, 0.855, 2.056)
H (2.623, 0.653, -0.056)
H (3.739, 1.089, -2.213)
H (7.395, 1.935, -0.153)
H (6.277, 1.506, 2.006)


DFT (wB97M-V/def2-TZVPD) results for a molecular structure, C34H39CoN5O3P2S in a non-equilibrium geometry.

Results
* lowest unoccupied orbital energy (alpha / beta): -0.0035 / -0.0075 Ha
* ΔE to the lowest compared entry with this formula, charge and spin: 38.2 kJ/mol
* Kohn-Sham gap (alpha / beta): 6.515 / 8.390 eV
* spin multiplicity: 4
* expectation value of S²: 3.79

Positions of all 85 atoms, in Å:
Co (0.395, 0.091, 4.201)
C (-1.035, 1.915, 3.696)
C (-1.221, 0.787, 2.912)
C (-0.779, 0.675, 1.469)
C (0.517, -0.137, 1.289)
C (1.410, -0.057, 2.496)
C (1.713, 1.149, 3.181)
C (1.257, 2.521, 2.752)
C (-0.042, 2.992, 3.462)
C (1.726, -1.087, 4.928)
H (-1.785, 2.155, 4.448)
H (-2.013, 0.084, 3.203)
H (-0.646, 1.677, 1.034)
H (-1.574, 0.180, 0.890)
H (0.257, -1.199, 1.153)
H (1.028, 0.176, 0.363)
H (2.121, -0.891, 2.560)
H (2.602, 1.156, 3.826)
H (1.124, 2.573, 1.663)
H (2.046, 3.242, 3.019)
H (0.229, 3.409, 4.449)
H (-0.475, 3.828, 2.888)
H (1.735, -1.019, 6.029)
H (2.734, -0.942, 4.500)
H (1.291, -2.055, 4.605)
P (1.533, -1.123, -4.363)
P (-1.436, -0.575, -3.977)
N (2.983, -0.158, -4.218)
N (2.301, -2.385, -5.347)
N (-1.706, 1.141, -3.702)
N (-3.115, -0.946, -4.326)
C (0.706, -0.151, -5.712)
C (-0.802, -0.464, -5.719)
C (3.324, 0.486, -3.018)
C (4.348, 1.381, -3.278)
C (4.652, 1.292, -4.678)
C (3.804, 0.349, -5.231)
C (2.483, -3.684, -4.847)
C (2.929, -4.499, -5.877)
C (3.026, -3.688, -7.057)
C (2.649, -2.399, -6.700)
C (-1.564, 1.729, -2.435)
C (-1.692, 3.104, -2.569)
C (-1.909, 3.380, -3.956)
C (-1.923, 2.168, -4.622)
C (-4.057, -0.255, -5.099)
C (-5.126, -1.097, -5.349)
C (-4.840, -2.358, -4.724)
C (-3.607, -2.245, -4.107)
H (1.142, -0.374, -6.693)
H (0.881, 0.918, -5.506)
H (-1.354, 0.279, -6.309)
H (-0.999, -1.448, -6.179)
H (2.797, 0.228, -2.113)
H (4.809, 2.040, -2.563)
H (5.393, 1.871, -5.209)
H (3.714, -0.014, -6.246)
H (2.281, -3.888, -3.807)
H (3.166, -5.548, -5.804)
H (3.332, -4.010, -8.040)
H (2.610, -1.500, -7.295)
H (-1.399, 1.104, -1.570)
H (-1.647, 3.829, -1.773)
H (-2.047, 4.352, -4.410)
H (-2.081, 1.954, -5.670)
H (-3.891, 0.776, -5.381)
H (-6.008, -0.855, -5.924)
H (-5.456, -3.240, -4.749)
H (-3.021, -2.941, -3.530)
O (-1.604, -1.892, 5.627)
C (-1.264, -0.958, 6.356)
N (-0.588, 0.166, 5.862)
S (-0.252, 1.386, 6.984)
O (1.172, 1.571, 7.122)
O (-1.076, 2.551, 6.765)
C (-0.894, 0.381, 8.288)
C (-0.804, 0.682, 9.646)
C (-1.288, -0.261, 10.563)
C (-1.826, -1.478, 10.106)
C (-1.883, -1.762, 8.738)
C (-1.410, -0.814, 7.817)
H (-0.355, 1.623, 9.961)
H (-1.238, -0.060, 11.635)
H (-2.201, -2.200, 10.830)
H (-2.284, -2.699, 8.363)


DFT (wB97M-V/def2-TZVPD) results for 2 unconnected molecules or ions with the total composition C2H4O2S in a non-equilibrium geometry.

Results
* lowest unoccupied orbital energy (alpha / beta): -0.0743 / -0.0742 Ha
* ΔE to the lowest compared entry with this formula, charge and spin: 571.2 kJ/mol
* Kohn-Sham gap (alpha / beta): 8.336 / 8.339 eV

Positions of all 9 atoms, in Å:
C (0.243, -0.209, -0.037)
C (-1.120, -0.745, 0.181)
O (2.759, 0.197, -0.067)
O (0.185, 1.844, -0.977)
S (1.665, -0.635, 0.407)
H (-1.318, -1.363, 1.124)
H (-1.587, -1.263, -0.708)
H (-1.604, 0.219, 0.385)
H (0.777, 1.956, -0.308)